(1)
Density functional theory data (ωB97M-V/def2-TZVPD) for a single C21H9F4N3O3S molecule at a distorted geometry.

Values from the calculation:
**Highest occupied orbital energy**: -8.0 eV
**Orbital gap**: 7.012 eV

The geometry in ORCA input format:
```
! RIJCOSX wB97M-V def2-TZVPD def2/J DEFGRID3
* xyz 0 1
N -3.786 6.117 -0.258
O 2.267 1.168 1.344
F -0.811 4.707 -0.325
F -3.641 1.330 1.446
F 1.267 3.293 -0.012
F -1.255 -0.441 1.326
N -3.483 3.656 0.406
N -3.580 4.933 0.034
O -2.204 1.887 -3.956
O 2.793 -5.288 3.522
S 1.488 -3.004 -1.063
C 1.245 0.544 0.997
C 1.092 -1.279 -0.920
C 1.391 -0.783 0.398
C -1.790 -0.333 -3.008
C -0.073 1.467 -2.904
C 2.320 -2.964 3.341
C 2.206 -4.223 1.377
C -0.889 -1.121 -2.277
C 0.756 0.710 -2.209
C 1.908 -1.780 2.642
C -1.037 3.460 0.139
C -2.366 1.676 0.965
C 0.094 2.699 0.313
C -1.194 0.867 1.039
C -2.247 2.973 0.419
C -1.354 0.973 -3.358
C 2.425 -4.175 2.711
C 1.991 -3.098 0.648
C 0.322 -0.554 -1.846
C 0.062 1.331 0.791
C 1.857 -1.834 1.269
H -2.853 1.360 -4.537
H 2.971 -6.074 2.951
H -2.905 -0.545 -3.218
H 0.263 2.479 -3.193
H 2.424 -2.932 4.412
H 2.157 -5.310 1.035
H -1.201 -2.094 -1.920
H 1.678 1.142 -1.864
H 1.692 -0.939 3.343
*
```



(2)
Density functional theory data (ωB97M-V/def2-TZVPD) for a molecular structure, C38H29F3N3O8SSc at a distorted geometry.

Values from the calculation:
**Highest occupied orbital energy**: -8.9 eV
**Orbital gap**: 7.409 eV

The geometry in ORCA input format:
```
! RIJCOSX wB97M-V def2-TZVPD def2/J DEFGRID3
* xyz 0 1
Sc 2.309 0.095 -0.704
C 2.716 2.366 4.802
C 3.251 1.953 3.463
C 3.592 2.901 2.506
C 4.160 2.540 1.287
C 4.609 3.607 0.337
C 4.361 1.180 1.005
C 4.053 0.210 1.976
C 4.505 -1.216 1.819
C 3.498 0.615 3.188
C 4.983 0.744 -0.334
O 6.122 1.014 -0.628
O 4.160 0.054 -1.065
H 2.109 3.266 4.734
H 3.556 2.584 5.463
H 2.130 1.571 5.259
H 3.421 3.947 2.719
H 3.959 4.479 0.392
H 4.638 3.248 -0.689
H 5.621 3.915 0.608
H 4.492 -1.545 0.778
H 3.892 -1.888 2.415
H 5.534 -1.280 2.181
H 3.286 -0.129 3.943
O 1.596 4.212 -1.281
C 1.534 3.173 -0.668
O 2.203 2.102 -0.835
C 0.439 2.968 0.422
C 0.608 1.902 1.293
C -0.462 1.394 2.010
C -1.708 1.999 1.959
C -1.850 3.106 1.130
C -0.801 3.589 0.352
N -3.172 3.681 0.949
O -4.105 3.081 1.433
O -3.257 4.688 0.290
N -0.267 0.130 2.677
O 0.686 -0.529 2.295
O -1.059 -0.213 3.517
H 1.585 1.441 1.407
H -2.549 1.595 2.501
H -0.956 4.408 -0.337
N 0.219 0.501 -1.681
S -0.836 -0.347 -2.524
C -1.800 0.886 -3.445
C -3.062 0.542 -3.901
C -3.822 1.486 -4.566
C -3.315 2.760 -4.778
C -2.049 3.093 -4.324
C -1.281 2.151 -3.655
C -2.171 -0.743 -1.352
C -2.459 -2.074 -1.117
C -3.398 -2.405 -0.154
C -4.065 -1.403 0.532
C -3.793 -0.068 0.271
C -2.824 0.264 -0.659
H -0.239 1.342 -1.327
H -3.449 -0.448 -3.720
H -4.814 1.233 -4.909
H -3.912 3.493 -5.299
H -1.660 4.087 -4.482
H -0.291 2.400 -3.301
H -1.944 -2.837 -1.676
H -3.600 -3.443 0.055
H -4.794 -1.659 1.284
H -4.336 0.714 0.783
H -2.583 1.298 -0.861
F -3.424 -7.443 -1.702
C -2.666 -7.405 -0.591
F -2.084 -8.614 -0.497
F -3.521 -7.321 0.443
C -1.680 -6.274 -0.607
C -1.062 -5.901 -1.797
C -0.181 -4.836 -1.809
C 0.093 -4.128 -0.634
C -0.521 -4.527 0.556
C -1.397 -5.592 0.573
C 0.915 -2.971 -0.634
C 1.560 -1.939 -0.579
H -1.281 -6.433 -2.713
H 0.291 -4.533 -2.731
H -0.311 -3.978 1.462
H -1.875 -5.885 1.497
*
```



(3)
Density functional theory data (ωB97M-V/def2-TZVPD) for a molecular structure, C29H39N6O at a distorted geometry.

Values from the calculation:
**Highest occupied orbital energy**: -3.4 eV
**Orbital gap**: 5.614 eV

The geometry in ORCA input format:
```
! RIJCOSX wB97M-V def2-TZVPD def2/J DEFGRID3
* xyz -1 1
O 1.905 -3.849 -1.564
C 1.398 -2.748 -2.049
C -0.097 -2.817 -2.728
N -0.431 -1.535 -3.416
C -1.405 -0.738 -2.676
C -1.729 -0.791 -1.125
C -2.775 0.183 -0.525
N -3.625 1.197 -1.134
C -3.323 1.173 -2.558
C -2.311 0.349 -3.391
C 2.209 -1.333 -2.040
C 3.565 -1.195 -2.902
C 4.355 0.194 -2.913
C 3.855 1.491 -2.123
C 2.531 1.354 -1.257
C 1.757 -0.049 -1.229
H 0.006 -3.625 -3.573
H -0.903 -3.219 -2.007
H -1.167 -1.540 -0.444
H -2.931 0.089 0.634
H -3.977 1.926 -3.176
H -2.222 0.516 -4.532
H 3.922 -2.133 -3.471
H 5.350 0.323 -3.508
H 4.382 2.516 -2.135
H 2.076 2.236 -0.641
H 0.814 -0.085 -0.562
C 4.150 -2.495 3.920
C 3.787 -2.904 2.496
C 3.259 -1.738 1.657
C 2.006 -1.180 2.290
N 1.009 -0.736 2.798
H 3.277 -2.133 4.471
H 4.548 -3.351 4.471
H 4.910 -1.706 3.920
H 3.037 -3.701 2.537
H 4.674 -3.321 2.009
H 3.027 -2.080 0.644
H 4.009 -0.945 1.584
C -4.885 5.774 -2.395
C -6.279 5.420 -1.890
C -6.263 4.765 -0.506
C -5.471 3.480 -0.554
N -4.824 2.442 -0.593
H -4.262 4.883 -2.517
H -4.946 6.263 -3.371
H -4.379 6.456 -1.703
H -6.758 4.749 -2.612
H -6.884 6.332 -1.848
H -7.285 4.544 -0.183
H -5.813 5.437 0.231
C -0.959 4.701 -1.755
C -0.784 4.664 -0.241
C 0.276 5.649 0.262
C 1.616 5.312 -0.346
N 2.683 5.043 -0.831
H -0.042 4.407 -2.274
H -1.744 4.005 -2.064
H -1.240 5.704 -2.094
H -0.517 3.646 0.060
H -1.742 4.899 0.233
H 0.353 5.593 1.351
H 0.008 6.675 -0.008
C 0.742 -6.283 3.094
C 1.536 -7.474 3.621
C 1.640 -7.491 5.148
C 2.341 -6.245 5.627
N 2.899 -5.250 6.009
H 1.221 -5.334 3.348
H 0.669 -6.327 2.004
H -0.274 -6.277 3.503
H 2.539 -7.454 3.181
H 1.056 -8.398 3.285
H 2.205 -8.368 5.476
H 0.645 -7.540 5.600
*
```



(4)
Density functional theory data (ωB97M-V/def2-TZVPD) for a molecular structure, C11H48CdF6N2O20S2 at a distorted geometry.

Values from the calculation:
**Highest occupied orbital energy**: -7.0 eV
**Orbital gap**: 6.117 eV

The geometry in ORCA input format:
```
! RIJCOSX wB97M-V def2-TZVPD def2/J DEFGRID3
* xyz 0 1
Cd 23.177 -11.659 -23.779
C 20.983 -13.030 -20.441
F 22.200 -13.496 -19.918
F 19.939 -13.533 -19.818
F 20.835 -11.687 -20.348
S 20.825 -13.620 -22.307
O 20.305 -14.980 -22.263
O 19.932 -12.683 -22.968
N 22.451 -13.329 -22.990
S 23.195 -14.732 -22.722
O 24.627 -14.533 -22.948
O 22.889 -15.430 -21.471
C 22.689 -15.832 -24.260
F 21.444 -15.641 -24.589
F 23.463 -15.604 -25.310
F 22.946 -17.121 -23.938
C 25.757 -8.354 -22.595
C 26.606 -9.618 -22.668
C 27.977 -9.228 -21.916
C 27.778 -9.036 -20.342
C 27.261 -10.335 -19.784
C 25.985 -10.929 -20.576
N 26.136 -10.905 -22.057
O 25.118 -11.567 -22.778
C 24.635 -10.316 -20.069
C 26.017 -12.388 -20.046
C 27.039 -9.964 -24.131
H 24.748 -8.487 -22.984
H 26.095 -7.525 -23.218
H 25.643 -8.041 -21.557
H 28.214 -8.280 -22.399
H 28.781 -9.951 -22.051
H 27.146 -8.175 -20.125
H 28.767 -8.740 -19.991
H 27.076 -9.962 -18.777
H 28.017 -11.112 -19.902
H 24.421 -9.302 -20.405
H 24.610 -10.256 -18.981
H 23.716 -10.886 -20.213
H 26.008 -12.327 -18.957
H 26.929 -12.968 -20.186
H 25.091 -12.908 -20.292
H 27.714 -10.812 -24.017
H 27.580 -9.160 -24.629
H 26.179 -10.276 -24.723
O 25.669 -17.926 -22.339
H 26.471 -18.448 -22.326
H 24.962 -18.572 -22.351
O 20.109 -18.805 -24.574
H 20.010 -18.171 -25.284
H 19.923 -18.307 -23.779
O 26.344 -15.711 -20.806
H 26.859 -15.128 -21.364
H 26.056 -16.411 -21.392
O 24.169 -12.591 -25.416
H 24.303 -12.418 -26.348
H 24.974 -13.027 -25.135
O 21.411 -11.444 -24.951
H 21.485 -11.135 -25.854
H 20.503 -11.735 -24.871
O 27.769 -13.766 -22.388
H 28.538 -13.221 -22.218
H 27.072 -13.141 -22.590
O 22.265 -10.311 -22.412
H 21.445 -9.868 -22.192
H 22.905 -9.951 -21.799
O 19.628 -8.663 -20.958
H 19.262 -9.540 -20.845
H 19.979 -8.436 -20.097
O 18.139 -11.203 -24.687
H 18.347 -11.497 -23.800
H 18.286 -11.973 -25.236
O 18.590 -13.700 -25.746
H 17.837 -14.258 -25.941
H 19.304 -14.312 -25.573
O 22.107 -16.482 -18.877
H 22.151 -17.432 -18.767
H 22.407 -16.330 -19.773
O 25.051 -16.642 -27.571
H 24.292 -16.725 -28.148
H 25.105 -15.706 -27.379
O 18.926 -14.529 -17.184
H 19.208 -14.955 -17.994
H 18.064 -14.904 -17.004
O 19.168 -17.408 -22.342
H 18.993 -17.727 -21.457
H 19.637 -16.584 -22.210
O 27.108 -16.203 -24.395
H 26.985 -15.258 -24.301
H 26.390 -16.589 -23.895
*
```



(5)
Density functional theory data (ωB97M-V/def2-TZVPD) for a molecular structure, C30H45CoGe2N2S at a distorted geometry.

Values from the calculation:
**Highest occupied orbital energy (spin up / spin down)**: -14.0 / -13.8 eV
**Orbital gap (spin up / spin down)**: 8.823 / 8.417 eV
**⟨S²⟩**: 2.025

The geometry in ORCA input format:
```
! RIJCOSX wB97M-V def2-TZVPD def2/J DEFGRID3
* xyz 2 3
Co 4.083 -15.068 5.046
C 6.644 -15.995 7.118
C 5.422 -15.854 8.036
C 5.811 -15.149 9.352
C 4.361 -15.178 7.330
C 3.151 -15.907 7.075
C 2.081 -15.294 6.510
C 2.088 -13.911 6.153
C 0.824 -13.500 5.465
C 3.234 -13.190 6.316
C 4.346 -13.827 6.931
H 7.566 -16.381 7.689
H 7.094 -15.049 6.817
H 6.371 -16.632 6.229
H 5.130 -16.910 8.317
H 6.013 -14.087 9.255
H 6.740 -15.604 9.753
H 4.961 -15.359 9.997
H 3.051 -16.951 7.338
H 1.245 -15.889 6.153
H 0.875 -12.458 5.245
H -0.037 -13.657 6.118
H 0.698 -14.073 4.533
H 3.425 -12.121 6.019
H 5.234 -13.203 7.045
C -1.009 -15.210 2.192
Ge -0.025 -16.071 0.714
C -1.067 -17.602 0.023
C 0.441 -14.659 -0.577
Ge 1.882 -17.184 1.728
C 2.594 -18.565 0.584
C 2.708 -18.288 -0.768
C 3.194 -19.220 -1.693
C 3.576 -20.411 -1.152
C 3.551 -20.679 0.192
C 3.003 -19.815 1.091
C 3.375 -16.113 2.323
C 3.281 -14.794 2.852
C 4.452 -14.017 3.142
C 5.698 -14.618 2.934
C 5.799 -15.920 2.405
C 4.641 -16.606 2.110
H -1.984 -14.857 1.990
H -0.414 -14.354 2.501
H -1.096 -15.907 3.030
H -1.565 -17.483 -0.914
H -1.999 -17.731 0.638
H -0.514 -18.538 0.042
H -0.214 -13.783 -0.381
H 0.252 -15.036 -1.528
H 1.536 -14.399 -0.620
H 2.281 -17.305 -1.029
H 3.305 -18.984 -2.784
H 3.942 -21.227 -1.774
H 4.047 -21.593 0.647
H 2.895 -20.060 2.153
H 2.300 -14.379 2.924
H 4.359 -12.947 3.484
H 6.585 -14.101 3.219
H 6.802 -16.375 2.149
H 4.763 -17.622 1.702
C 0.706 -20.273 7.034
C 1.109 -20.460 5.580
N 0.083 -20.204 4.556
C 0.097 -19.172 3.724
S 1.270 -17.905 3.892
N -0.767 -19.158 2.679
C -1.744 -20.183 2.295
C -0.999 -21.375 1.641
H 1.623 -20.169 7.634
H 0.144 -21.059 7.466
H 0.158 -19.383 7.123
H 1.397 -21.415 5.327
H 1.935 -19.805 5.294
H -0.773 -20.770 4.557
H -0.884 -18.174 2.423
H -2.432 -19.702 1.689
H -2.355 -20.539 3.163
H -0.318 -20.871 0.947
H -1.709 -22.007 1.183
H -0.324 -21.998 2.243
*
```



(6)
Density functional theory data (ωB97M-V/def2-TZVPD) for a molecular structure, C14H11N4ORhS.

Values from the calculation:
**Highest occupied orbital energy (spin up / spin down)**: -15.3 / -15.9 eV
**Orbital gap (spin up / spin down)**: 7.607 / 6.066 eV
**⟨S²⟩**: 6.037

The geometry in ORCA input format:
```
! RIJCOSX wB97M-V def2-TZVPD def2/J DEFGRID3
* xyz 2 5
Rh 1.361 0.329 -2.758
N 4.600 -0.255 -0.016
C 3.468 -0.323 -0.666
S 3.436 -0.661 -2.366
N 2.344 -0.177 0.124
N 1.263 -0.170 -0.585
C 0.037 -0.143 -0.038
C -0.268 0.106 1.340
C -1.415 0.882 1.643
C -1.726 1.182 2.949
C -0.931 0.683 3.980
C 0.190 -0.099 3.700
C 0.541 -0.368 2.398
C -1.012 -0.416 -1.046
C -2.264 -0.890 -0.693
C -3.180 -1.211 -1.691
C -2.816 -1.066 -3.013
C -1.533 -0.621 -3.304
N -0.654 -0.312 -2.353
H 5.486 -0.369 -0.489
H 4.598 -0.100 0.985
H -2.015 1.294 0.843
H -2.581 1.805 3.174
H -1.187 0.903 5.008
H 0.783 -0.499 4.511
H 1.396 -0.989 2.187
H -2.513 -1.039 0.347
H -4.160 -1.585 -1.426
H -3.494 -1.309 -3.819
H -1.203 -0.518 -4.330
O 1.812 3.505 -2.171
C 1.637 2.432 -2.424
*
```